A cluster of 4 separate species, C2H12N2O3 in total at a distorted geometry. Source: the Open Molecules 2025 dataset; level of theory: the ωB97M-V functional and the def2-TZVPD basis.

Summary:
- Net charge: 0
- Energy relative to the best compared isomer or geometry (same formula, charge and spin): 235.4 kJ/mol
- Maximum force: 4.545 eV/Å

Geometry (Å):
C (0.1189, -1.8898, 0.7609)
N (-2.4762, -0.5581, 0.6649)
C (-2.0660, -1.5266, -0.1839)
N (-0.8122, -1.9695, -0.3593)
H (0.9052, -2.7335, 0.5829)
H (-0.3034, -1.9740, 1.7999)
H (0.7416, -1.0204, 0.4085)
H (-1.8247, 0.0509, 1.1754)
H (-3.5349, -0.5260, 0.7798)
H (-2.9148, -2.1701, -0.5240)
H (4.0818, -0.7112, 0.9511)
H (2.9262, 0.3271, 1.4984)
O (3.3661, -0.5660, 1.6272)
H (0.5095, 3.7881, -1.0381)
H (1.5468, 4.8677, -1.7075)
O (1.4484, 4.2341, -1.0162)
H (-1.2976, 1.1308, -1.7985)
H (-0.0857, 0.1865, -1.6318)
O (-0.3293, 1.0600, -1.9897)



A structure of composition C49H51Br46F2N3O4Si at a distorted geometry. Source: the Open Molecules 2025 dataset; level of theory: the ωB97M-V functional and the def2-TZVPD basis.

Summary:
- Net charge: 0
- Calculated total energy: -121255.37216 a.u.
- Maximum force: 9.254 eV/Å

Geometry (Å):
C (-0.0377, -4.6357, -3.9434)
C (-0.0418, -3.1360, -3.7124)
C (-0.1227, -2.4758, -2.1918)
C (1.2687, -2.6899, -1.2892)
C (2.5564, -3.5073, -1.9546)
C (2.9541, -5.0647, -1.6252)
C (4.2615, -5.6902, -2.4542)
C (5.1358, -4.8035, -3.5635)
C (4.7307, -3.2389, -3.8865)
C (3.4427, -2.6244, -3.0636)
C (1.2287, -2.0940, 0.2330)
C (2.6017, -2.3321, 1.1572)
C (3.5067, -0.9765, 1.3349)
O (3.0645, -0.0723, 2.4137)
C (3.6815, -0.0749, -0.0246)
N (5.1775, 0.2966, -0.0988)
C (-0.0941, -1.3165, 0.9016)
N (0.1121, -0.9083, 2.3382)
C (-1.1435, -0.2199, 2.7820)
Br (-1.1453, 0.4556, 4.7074)
C (-2.4985, 0.0552, 1.9342)
C (-3.7874, 0.8810, 2.5915)
C (-3.6348, 2.4839, 2.1957)
O (-2.6534, 2.8389, 1.3285)
O (-4.5059, 3.5676, 2.6757)
C (-5.8507, 3.0918, 3.0345)
C (-6.9492, 2.4047, 2.0289)
O (-6.2497, 3.2698, 4.3239)
N (-2.6438, -0.4250, 0.5261)
C (-1.4274, -1.1186, -0.0195)
C (-1.4711, -1.6872, -1.5925)
C (-2.7431, -1.5829, -2.6103)
F (-2.3867, -1.0567, -3.9830)
F (-3.8654, -0.7231, -2.1687)
C (-3.4359, -3.0812, -2.8850)
C (-4.2882, -3.6341, -1.5771)
Si (-6.2067, -3.5574, -1.7992)
C (-6.9903, -5.2915, -2.2848)
C (-6.8181, -2.3016, -3.1242)
C (-6.9834, -3.1270, -0.0645)
C (-6.8101, -4.1880, 1.1867)
C (-7.4765, -3.9199, 2.6915)
C (-8.3611, -2.5631, 2.9814)
C (-8.5136, -1.4897, 1.7126)
C (-7.8450, -1.7610, 0.2163)
H (0.3857, -5.1198, -4.9472)
H (-0.5201, -5.3828, -3.1472)
H (0.0263, -2.3870, -4.6090)
H (2.3218, -5.7016, -0.8518)
H (4.6236, -6.8143, -2.3263)
H (6.0436, -5.2660, -4.1607)
H (5.2998, -2.5509, -4.6794)
H (3.1415, -1.4987, -3.3143)
H (3.2991, -3.1738, 0.7292)
H (2.2015, -2.7195, 2.2056)
H (4.5982, -1.3425, 1.6463)
H (3.4038, -0.3728, 3.3071)
H (3.3478, -0.6916, -0.9622)
H (3.0533, 0.9289, 0.1254)
H (5.5263, 0.5524, 0.8730)
H (5.6642, -0.6212, -0.2934)
H (-3.9296, 0.6862, 3.7368)
H (-4.7510, 0.4959, 2.0063)
H (-7.7137, 1.7907, 2.7040)
H (-6.5024, 1.6899, 1.2171)
H (-7.5773, 3.2894, 1.5366)
H (-2.6526, -3.9102, -3.1394)
H (-4.1339, -2.9562, -3.8163)
H (-3.9789, -3.1406, -0.5614)
H (-4.0212, -4.7926, -1.4669)
H (-8.1016, -5.0493, -2.5912)
H (-6.4046, -5.8329, -3.1409)
H (-7.0346, -5.9029, -1.2843)
H (-6.7588, -1.1850, -2.7226)
H (-6.2319, -2.3812, -4.1415)
H (-7.9470, -2.5207, -3.3439)
H (-6.2038, -5.2007, 1.0628)
H (-7.3749, -4.6946, 3.5646)
H (-8.8751, -2.3212, 4.0072)
H (-9.1722, -0.5198, 1.9378)
H (-8.0089, -0.9549, -0.6387)
C (-9.7661, -3.3390, -6.0642)
Br (-8.2288, -4.2953, -6.7758)
Br (-10.2585, -3.9757, -4.2933)
Br (-9.4965, -1.4126, -6.0918)
H (-10.6108, -3.5531, -6.7273)
C (8.0690, 2.9021, 2.3729)
Br (6.7172, 1.5404, 2.6932)
Br (9.8642, 2.2335, 2.7105)
Br (7.9078, 3.6783, 0.5964)
H (7.8875, 3.7081, 3.0916)
C (12.5067, 4.8548, 4.9587)
Br (13.6529, 6.0574, 5.9708)
Br (11.5248, 5.7923, 3.5655)
Br (13.4959, 3.3368, 4.2507)
H (11.7655, 4.4551, 5.6585)
C (-9.3529, 3.0896, -5.1268)
Br (-7.6677, 3.6224, -5.9394)
Br (-10.6907, 2.6372, -6.4646)
Br (-9.1115, 1.6583, -3.8317)
H (-9.7314, 3.9577, -4.5770)
C (10.9889, 10.2366, 2.6287)
Br (11.3681, 10.8370, 4.4398)
Br (12.5115, 9.3219, 1.8356)
Br (9.3730, 9.1567, 2.5474)
H (10.8052, 11.1327, 2.0267)
C (-10.5329, -6.1031, -0.8490)
Br (-9.5078, -7.4141, 0.1582)
Br (-12.3190, -6.7489, -1.2698)
Br (-10.5798, -4.3771, 0.0470)
H (-10.0139, -5.9548, -1.8017)
C (-8.8101, 3.5517, 6.6939)
Br (-8.5154, 2.6894, 8.4126)
Br (-9.9206, 2.4675, 5.5210)
Br (-9.5170, 5.3524, 6.8991)
H (-7.8317, 3.6454, 6.2112)
C (3.3606, 4.1582, -1.3858)
Br (3.7398, 4.7585, 0.4253)
Br (4.8832, 3.2434, -2.1788)
Br (1.7447, 3.0782, -1.4671)
H (3.1769, 5.0542, -1.9877)
C (5.0018, -10.0644, -3.9912)
Br (4.6301, -8.1932, -3.6109)
Br (4.4747, -11.2209, -2.5185)
Br (4.2113, -10.6317, -5.6757)
H (6.0873, -10.1592, -4.0994)
C (10.5974, -1.7998, 2.8530)
Br (10.8076, -0.6649, 4.4190)
Br (8.8005, -1.6906, 2.1159)
Br (11.9549, -1.4361, 1.5079)
H (10.7447, -2.8329, 3.1847)
C (5.1641, -9.7741, 1.5310)
Br (3.7294, -9.5456, 2.8246)
Br (5.0895, -8.4339, 0.1230)
Br (6.9097, -9.8273, 2.3878)
H (5.0123, -10.7479, 1.0538)
C (-0.2611, 4.5904, 5.6908)
Br (1.4241, 5.1232, 4.8781)
Br (-1.5988, 4.1380, 4.3529)
Br (-0.0196, 3.1590, 6.9858)
H (-0.6395, 5.4584, 6.2405)
C (6.1829, 10.0805, -0.2455)
Br (6.6186, 11.0397, 1.3898)
Br (5.6515, 8.2437, 0.1123)
Br (4.8537, 11.0249, -1.3065)
H (7.0985, 10.0375, -0.8446)
C (9.3347, 13.7467, 0.8489)
Br (8.1740, 15.2791, 1.1469)
Br (9.3447, 13.1984, -1.0175)
Br (11.1332, 14.0592, 1.5211)
H (8.9185, 12.9135, 1.4247)
C (-0.9129, 4.6745, -4.0870)
Br (0.6244, 3.7181, -4.7985)
Br (-1.4053, 4.0378, -2.3160)
Br (-0.6433, 6.6008, -4.1145)
H (-1.7576, 4.4604, -4.7500)



A cluster of 6 separate species, C19H41O7P in total at a distorted geometry. Source: the Open Molecules 2025 dataset; level of theory: the ωB97M-V functional and the def2-TZVPD basis.

Summary:
- Net charge: 0
- Calculated total energy: -1616.42676 a.u.
- Maximum force: 5.672 eV/Å

Geometry (Å):
C (0.3320, -0.6374, 1.9052)
C (-0.4929, 0.2846, 0.8985)
C (-1.6158, 1.0684, 1.4572)
C (-2.4330, 1.9173, 0.5942)
C (-2.1181, 2.0088, -0.8314)
C (-1.0017, 1.2382, -1.3867)
C (-0.1510, 0.3475, -0.5642)
C (0.9935, -0.4677, -1.2565)
P (2.7037, 0.1741, -0.9083)
C (3.6526, -1.1733, 0.0258)
O (3.1731, -2.3217, -0.0345)
O (4.7384, -0.9512, 0.6533)
H (0.9792, -0.0284, 2.6014)
H (-0.4062, -1.1909, 2.5733)
H (0.9842, -1.3046, 1.2861)
H (-1.8854, 1.0003, 2.5437)
H (-3.3066, 2.4821, 1.0307)
H (-2.7479, 2.6498, -1.4924)
H (-0.8455, 1.3429, -2.4944)
H (0.9268, -1.5284, -0.8749)
H (0.8349, -0.5385, -2.3720)
H (2.7524, 1.4514, -0.2926)
H (3.3809, 0.3043, -2.1661)
C (-4.3192, 5.4587, 3.4886)
C (-5.4774, 4.9110, 2.6769)
O (-5.1949, 3.5851, 2.2396)
H (-3.4026, 5.4597, 2.8949)
H (-4.5235, 6.4779, 3.8231)
H (-4.1314, 4.8329, 4.3654)
H (-5.6475, 5.5253, 1.7921)
H (-6.3968, 4.8978, 3.2708)
H (-5.0543, 3.0432, 3.0254)
C (-0.6411, -5.0504, 2.7499)
C (-1.6230, -4.0435, 3.3183)
O (-1.5070, -2.7987, 2.6357)
H (0.3820, -4.6802, 2.8400)
H (-0.7169, -6.0073, 3.2706)
H (-0.8286, -5.2151, 1.6844)
H (-1.4195, -3.8659, 4.3748)
H (-2.6522, -4.4052, 3.2206)
H (-1.6916, -2.9481, 1.7054)
C (5.4915, -1.6163, -4.2418)
C (4.1184, -2.2302, -4.4353)
O (3.3688, -1.4707, -5.3815)
H (5.4044, -0.5840, -3.8951)
H (6.0744, -2.1839, -3.5140)
H (6.0400, -1.5903, -5.1875)
H (3.5657, -2.2351, -3.4941)
H (4.1980, -3.2613, -4.7931)
H (3.8572, -1.4773, -6.2130)
C (-1.4676, -5.1564, -1.8851)
C (-1.1501, -3.8116, -1.2613)
O (-2.3255, -3.2229, -0.7279)
H (-2.2125, -5.0448, -2.6756)
H (-0.5703, -5.6127, -2.3080)
H (-1.8903, -5.8376, -1.1411)
H (-0.7548, -3.1254, -2.0117)
H (-0.4110, -3.9126, -0.4586)
H (-2.6707, -3.8246, -0.0567)
C (1.5653, 5.7921, 0.0503)
C (2.4300, 4.5588, 0.2197)
O (1.9092, 3.4775, -0.5524)
H (0.5390, 5.5849, 0.3602)
H (1.9514, 6.6240, 0.6426)
H (1.5273, 6.0966, -0.9993)
H (2.4481, 4.2453, 1.2640)
H (3.4582, 4.7569, -0.0993)
H (1.9035, 3.7564, -1.4763)



Which value of net charge does entry 3 give? 0



Among the records above, which one has the highest maximum force? C49H51Br46F2N3O4Si